Entry 1:
39
Properties=species:S:1:pos:R:3 method="wB97M-V/def2-TZVPD" homo_lumo_gap_ev=8.16 fmax_ha_per_bohr=0.0096
Be -0.70961 -0.25590 2.11456
N -1.06842 -1.04505 3.70547
C -0.57273 -2.43763 3.58596
C 0.71565 -2.36435 2.78361
N 0.38659 -1.59582 1.56436
H -0.58623 -0.54173 4.44369
H -2.06063 -1.01973 3.91342
H -1.32097 -3.00185 3.02790
H -0.42298 -2.92521 4.54787
H 1.11908 -3.35490 2.57778
H 1.46513 -1.79730 3.33875
H -0.19367 -2.15003 0.93142
H 1.21480 -1.31896 1.04875
C 1.63634 2.18706 -1.35518
C 1.26829 1.10124 -2.32902
C 2.10791 0.77508 -3.38198
C 1.75937 -0.21123 -4.29258
Cl 2.84490 -0.59715 -5.60011
C 0.57019 -0.89549 -4.15927
C -0.28543 -0.58267 -3.10859
C 0.05175 0.41818 -2.20962
O -0.71878 0.79802 -1.14294
C -2.07727 0.37528 -1.06039
C -2.10883 -0.73190 -0.01963
O -2.18397 -1.90229 -0.35101
O -1.95887 -0.33931 1.21372
H 2.70561 2.39174 -1.39802
H 1.37021 1.91414 -0.33486
H 1.10257 3.11146 -1.58749
H 3.05059 1.29673 -3.49424
H 0.30804 -1.67690 -4.85941
H -1.19516 -1.15576 -3.00349
H -2.45122 -0.01514 -2.00020
H -2.67015 1.23585 -0.75591
N -0.91063 5.00747 0.22033
C -0.44024 4.29028 0.99630
N 0.12766 3.54124 1.92148
C 0.05197 2.30885 2.11450
N 0.07916 1.16368 2.39409

---

Entry 2:
14
Properties=species:S:1:pos:R:3 method="wB97M-V/def2-TZVPD" homo_lumo_gap_ev=7.80 fmax_ha_per_bohr=0.0500
C -2.51267 -0.54622 0.06996
C -2.44872 -1.17263 -1.12507
C -0.52014 -0.36568 -0.61062
C 1.33850 0.44264 1.07390
N -1.29146 -0.05634 0.39110
O -1.19712 -1.12031 -1.54738
Si 1.30197 -0.01308 -0.79362
H -3.38236 -0.37796 0.74603
H -3.01591 -2.02679 -1.54938
H 2.15364 0.98855 1.54221
H 0.43430 0.99510 1.27961
H 1.29502 -0.56246 1.46667
H 4.21128 2.06254 -0.65814
H 3.63367 1.75263 -0.28526

---

Entry 3:
118
Properties=species:S:1:pos:R:3 method="wB97M-V/def2-TZVPD" homo_lumo_gap_ev=9.27 fmax_ha_per_bohr=0.2232
C 25.08225 -7.96613 -1.29923
O 24.25667 -7.16031 -2.19489
H 25.27139 -8.95213 -1.70585
H 24.61612 -8.09311 -0.35360
H 26.04631 -7.49474 -1.16849
H 23.48604 -7.64266 -2.47884
C 28.41833 -3.75159 -3.70164
O 28.85224 -3.14696 -4.84942
H 29.23536 -4.29003 -3.25555
H 27.69252 -4.48229 -3.95719
H 28.05313 -3.16218 -2.91842
H 28.32523 -3.53666 -5.53280
C 21.19751 -7.55931 -2.22587
O 22.07135 -8.72586 -2.33049
H 21.82592 -6.68365 -2.00365
H 20.32130 -7.53128 -1.57235
H 20.98516 -7.35513 -3.23772
H 21.63199 -9.30040 -2.91814
C 25.89341 -4.66650 -1.69248
O 24.50501 -4.62801 -1.51208
H 26.18650 -5.13167 -2.59959
H 26.30318 -5.07908 -0.78993
H 26.17312 -3.58663 -1.60560
H 24.16900 -5.53264 -1.59427
C 24.32391 -0.84420 -2.73340
O 25.00644 0.35542 -2.67886
H 24.96693 -1.71954 -2.36199
H 23.92814 -1.08085 -3.72766
H 23.44462 -0.88735 -2.15896
H 25.69963 0.42227 -3.32563
C 22.13703 -4.68976 -3.88433
O 20.93728 -4.73988 -4.50331
N 23.01773 -5.64516 -4.16249
N 22.49092 -3.77551 -3.04202
H 22.68587 -6.26857 -4.96259
H 23.90823 -5.84735 -3.67431
H 21.78470 -3.02718 -2.85215
H 23.25959 -3.93942 -2.39310
C 28.51790 -4.12192 0.86482
O 28.50160 -3.42250 -0.33683
N 28.03318 -3.70152 2.01162
N 29.14075 -5.23177 0.92702
H 27.24085 -3.02965 1.95390
H 28.22884 -4.17794 2.92484
H 29.42368 -5.69490 0.07204
H 29.05472 -5.79573 1.78067
C 24.57572 -4.01368 1.73613
C 25.22130 -2.73623 1.18082
C 24.13761 -1.85028 0.59394
O 25.89151 -2.04443 1.92776
H 24.06257 -3.99737 2.72786
H 25.32253 -4.73670 1.79335
H 23.89826 -4.41513 0.98919
H 25.84941 -3.05533 0.35926
H 23.53713 -1.40816 1.39185
H 23.56848 -2.40235 -0.15371
H 24.62695 -1.00785 0.04526
H 25.36153 -1.35354 2.26543
C 25.53443 -6.53256 -6.47372
C 26.29143 -6.80388 -5.21166
C 25.96487 -8.23258 -4.76039
O 27.52948 -6.65422 -5.25699
H 25.34463 -7.41899 -7.04474
H 26.02864 -5.81844 -7.08890
H 24.61331 -6.16392 -6.10129
H 25.92584 -6.16479 -4.46164
H 26.21114 -8.37110 -3.70556
H 26.58958 -8.87643 -5.32684
H 24.94953 -8.52712 -4.93751
H 27.61526 -5.81510 -5.74207
C 22.45079 -6.98676 1.06363
C 21.51530 -5.89680 1.41062
C 21.14692 -4.99114 0.24548
O 20.49440 -6.33134 1.97677
H 22.05142 -7.74055 0.39472
H 22.91366 -7.38372 1.95360
H 23.26964 -6.49141 0.49869
H 21.99462 -5.23172 2.10811
H 22.02735 -4.72772 -0.36380
H 20.75064 -3.98369 0.51282
H 20.45129 -5.44755 -0.44472
H 20.03817 -6.90973 1.35738
C 28.91894 -7.00828 -2.00994
C 30.31955 -7.42008 -1.60560
C 30.42663 -8.42515 -0.48646
O 31.00166 -7.87137 -2.56076
H 28.96506 -6.24400 -2.81808
H 28.38547 -6.57846 -1.16334
H 28.38862 -7.90051 -2.37080
H 30.84226 -6.56981 -1.22979
H 29.84571 -9.29837 -0.74344
H 30.11102 -8.13022 0.49665
H 31.34156 -8.93285 -0.35966
H 31.91809 -7.86253 -2.34102
C 26.56333 -6.91967 1.59610
C 27.37575 -8.10398 2.03253
C 27.24794 -9.28899 1.12620
O 28.57265 -7.86753 2.34969
H 26.74930 -6.23189 2.34144
H 25.48872 -7.18158 1.53097
H 26.97232 -6.57681 0.62370
H 26.89967 -8.36283 2.96160
H 27.52602 -10.25087 1.51009
H 27.75324 -9.10268 0.15771
H 26.22212 -9.43378 0.96415
H 28.98838 -8.70589 2.57570
C 23.81833 -3.54319 -6.95636
C 24.43683 -2.57098 -5.93123
C 25.49654 -3.14043 -5.01876
O 24.89585 -1.53130 -6.44045
H 23.16470 -4.19087 -6.46030
H 24.51407 -4.20231 -7.40192
H 23.18735 -3.02729 -7.63539
H 23.54368 -2.29694 -5.40624
H 25.79455 -2.42807 -4.24901
H 26.38041 -3.47795 -5.60118
H 25.11313 -3.93448 -4.45573
H 24.83997 -1.55313 -7.38888

---

Entry 4:
15
Properties=species:S:1:pos:R:3 method="wB97M-V/def2-TZVPD" homo_lumo_gap_ev=7.67 fmax_ha_per_bohr=0.0155
C 0.27796 -1.00432 0.28939
C -0.30585 0.13055 -0.37880
C 0.82193 1.26768 0.22343
C -1.74969 0.46459 -0.04031
N 1.10967 -1.84109 -0.28730
O 1.99356 0.67328 0.31070
H 0.03521 -1.20010 1.32792
H -0.12763 0.09580 -1.45467
H 1.54682 -1.53453 -1.14746
H 1.67899 -2.44536 0.28798
H 0.33211 1.55006 1.18173
H 0.74077 2.14588 -0.45530
H -2.46124 -0.20783 -0.52539
H -1.97409 1.48073 -0.36976
H -1.91853 0.42467 1.03783

---

Entry 5:
12
Properties=species:S:1:pos:R:3 method="wB97M-V/def2-TZVPD" homo_lumo_gap_ev=5.83 fmax_ha_per_bohr=0.0410 total_charge=-1
C 0.72858 0.93843 0.63636
C -0.14177 0.07036 -0.21910
C -1.06522 0.49474 -1.10040
O -1.83457 -0.45718 -1.77374
H 1.75464 0.97669 0.23272
H 0.31260 1.96453 0.65014
H 0.82547 0.52087 1.65357
H 0.00166 -1.03719 -0.09698
H -1.23623 1.53949 -1.29873
H -2.33123 -0.04180 -2.53907
S 1.44451 -1.92424 1.55047
H 1.54156 -3.04471 2.30477

---

The calculation returns the following energy above the lowest of the compared OMol25 structures with the same formula, charge and spin values, one per record and in order: 16.23; 97.48; 171.67; 79.72; 29.40 kcal/mol.
The calculation returns the following electronic energy values, one per record and in order: -1479.587686; -575.983872; -2194.900497; -287.705411; -591.921429 Ha.
The calculation returns the following lowest unoccupied orbital energy values, one per record and in order: -0.19; -0.80; 0.24; 0.25; 3.29 eV.